No. 1
The following is a quantum chemistry calculation of a structure of composition C4H5LiO3Pt in a non-equilibrium geometry, from OMol25.

```
! wB97M-V def2-TZVPD RIJCOSX def2/J DEFGRID3
* xyz 1 4
Pt 0.814 -1.358 -2.036
O -0.319 0.233 -1.150
C -1.439 0.995 -1.646
H -2.371 0.550 -1.284
H -1.345 2.031 -1.307
H -1.376 0.933 -2.735
C 1.646 -0.551 1.755
C 1.056 -0.717 0.549
O 1.245 -1.659 -0.325
C -0.176 0.101 0.155
O -0.917 0.620 0.973
Li -0.713 -0.313 2.653
H 1.406 0.321 2.368
H 2.489 -1.184 2.031
*
```

Strongest force on any atom in eV/Å: 7.942
LUMO level (spin up / spin down) in eV: -4.440 / -5.422
E_tot in eV: -13811.732

Here are the Mulliken charges for atoms 1 to 8, given in e: 0.458, -0.325, -0.613, 0.323, 0.306, 0.255, -1.295, 0.444

No. 2
The following is a quantum chemistry calculation of the molecule C4H3F4IO in a non-equilibrium geometry, from OMol25.

```
! wB97M-V def2-TZVPD RIJCOSX def2/J DEFGRID3
* xyz 0 1
C -1.820 -0.813 0.023
C -0.420 -0.773 0.472
O -0.027 -1.275 1.454
C 0.876 -0.108 -0.497
F 0.392 0.047 -1.764
I 2.652 -1.244 -0.431
C 1.146 1.306 0.018
F 1.566 1.197 1.295
F -0.042 1.966 0.140
F 1.980 2.023 -0.649
H -2.309 -0.924 0.889
H -1.867 -1.588 -0.601
H -2.127 0.187 -0.350
*
```

Strongest force on any atom in eV/Å: 5.447
LUMO level in eV: 0.090
E_tot in eV: -25213.652
SMILES: CC(=O)[C@](F)(I)C(F)(F)F

Here are the Mulliken charges for atoms 1 to 8, given in e: -1.263, 0.660, -0.442, 0.152, -0.282, 0.181, 0.604, -0.230

No. 3
The following is a quantum chemistry calculation of the molecule C2H2N2O2 in a non-equilibrium geometry, from OMol25.

```
! wB97M-V def2-TZVPD RIJCOSX def2/J DEFGRID3
* xyz 0 1
C -0.753 -0.750 0.543
N -1.105 -0.412 -0.602
O 0.141 0.062 -1.389
C 0.696 0.854 -0.429
N 0.960 0.538 0.701
O 0.419 -0.685 1.239
H -1.689 -1.202 0.908
H 1.331 1.595 -0.971
*
```

Strongest force on any atom in eV/Å: 7.203
LUMO level in eV: 0.679
E_tot in eV: -9176.211
SMILES: C1=NOC=NO1

Charges per atom according to Mulliken partitioning, unit e: 0.142, -0.259, -0.261, 0.074, -0.196, -0.183, 0.362, 0.323

No. 4
The following is a quantum chemistry calculation of a structure of composition C10H13N2O in a non-equilibrium geometry, from OMol25.

```
! wB97M-V def2-TZVPD RIJCOSX def2/J DEFGRID3
* xyz 1 1
C 2.810 0.954 -0.797
C 3.708 0.014 -0.238
C 1.565 1.130 -0.179
C 3.228 -0.916 0.661
C 1.128 0.133 0.701
C -1.316 1.203 0.870
C -0.277 -0.032 1.154
C -2.272 0.357 0.001
C -1.316 -0.762 -0.311
C -2.908 1.048 -1.147
N 1.941 -0.887 1.056
N -1.920 -1.996 -0.248
O -1.267 2.347 1.215
H 3.007 1.783 -1.416
H 4.702 -0.202 -0.586
H 0.969 1.824 -0.692
H 3.876 -1.773 0.911
H -0.481 -0.521 2.002
H -3.082 -0.006 0.577
H -0.735 -0.623 -1.167
H -3.025 0.191 -1.839
H -2.199 1.888 -1.542
H -3.819 1.392 -0.751
H -1.291 -2.784 -0.253
H -2.521 -2.146 0.473
H 1.494 -1.616 1.543
*
```

Strongest force on any atom in eV/Å: 6.544
LUMO level (spin up / spin down) in eV: -4.391 / -4.390
E_tot in eV: -15599.639

Here are the Mulliken charges for atoms 1 to 8, given in e: -0.474, -0.518, -0.301, -0.129, 0.628, -0.212, -0.797, 0.461

No. 5
The following is a quantum chemistry calculation of a cluster of 12 separate species, C87H200N12O19 in total in a non-equilibrium geometry, from OMol25.

```
! wB97M-V def2-TZVPD RIJCOSX def2/J DEFGRID3
* xyz 0 1
C -0.757 -4.589 -2.863
C -0.986 -5.654 -1.729
C 0.296 -6.303 -1.240
C -1.744 -4.828 -0.657
C -2.472 -5.566 0.411
C -3.478 -6.429 -0.290
C -2.869 -7.368 -1.330
C -2.124 -8.526 -0.598
C -4.018 -8.009 -2.093
N -2.045 -6.580 -2.286
O -1.539 -7.503 -3.300
H -0.350 -5.120 -3.721
H -1.686 -4.092 -3.191
H -0.022 -3.844 -2.515
H 0.132 -6.843 -0.301
H 0.585 -7.023 -2.000
H 1.101 -5.529 -1.188
H -1.033 -4.134 -0.197
H -2.475 -4.228 -1.218
H -1.842 -6.096 1.119
H -2.955 -4.768 0.991
H -4.232 -5.875 -0.825
H -3.997 -7.145 0.366
H -1.820 -8.235 0.404
H -1.240 -8.710 -1.195
H -2.673 -9.473 -0.686
H -3.663 -8.799 -2.754
H -4.434 -7.213 -2.720
H -4.785 -8.363 -1.391
H -1.751 -7.052 -4.130
C 3.141 0.305 -7.368
C 1.880 0.999 -7.829
C 1.040 0.096 -8.745
C 0.932 1.345 -6.645
C 1.426 2.482 -5.826
C 1.511 3.730 -6.664
C 2.516 3.558 -7.850
C 2.368 4.712 -8.773
C 3.975 3.477 -7.397
N 2.011 2.314 -8.542
O 2.744 2.062 -9.796
H 3.812 0.185 -8.231
H 3.721 0.739 -6.560
H 2.897 -0.691 -6.976
H 1.624 -0.221 -9.604
H 0.706 -0.768 -8.178
H 0.181 0.661 -9.088
H -0.045 1.533 -7.091
H 0.812 0.420 -6.062
H 0.696 2.707 -5.055
H 2.343 2.200 -5.279
H 1.833 4.604 -6.073
H 0.600 3.993 -7.204
H 3.098 4.592 -9.573
H 2.580 5.652 -8.240
H 1.382 4.743 -9.252
H 4.081 2.798 -6.547
H 4.400 4.445 -7.116
H 4.608 3.095 -8.215
H 3.653 1.749 -9.649
C 7.395 2.217 0.769
C 5.949 1.966 1.259
C 5.064 2.062 0.019
C 5.932 0.604 2.009
C 4.600 0.340 2.761
C 4.557 1.426 3.841
C 4.431 2.870 3.216
C 3.017 3.064 2.517
C 4.655 3.832 4.370
N 5.591 2.985 2.275
O 5.601 4.337 1.737
H 7.390 3.186 0.254
H 8.046 2.218 1.645
H 7.663 1.400 0.097
H 4.053 1.654 0.159
H 5.013 3.113 -0.280
H 5.546 1.430 -0.726
H 6.096 -0.146 1.248
H 6.747 0.618 2.715
H 3.707 0.356 2.107
H 4.740 -0.662 3.143
H 5.490 1.478 4.427
H 3.699 1.305 4.527
H 2.445 3.840 3.054
H 2.499 2.116 2.581
H 3.168 3.374 1.488
H 5.671 3.746 4.713
H 4.042 3.662 5.254
H 4.495 4.865 4.021
H 6.265 4.817 2.235
C -5.865 -2.436 6.525
C -4.707 -2.659 5.530
C -5.042 -1.919 4.204
C -3.356 -2.034 6.092
C -2.721 -2.860 7.189
C -2.560 -4.293 6.776
C -3.822 -5.021 6.235
C -3.226 -6.243 5.450
C -4.675 -5.529 7.392
N -4.353 -4.066 5.269
O -5.420 -4.729 4.468
H -6.508 -1.634 6.164
H -6.464 -3.352 6.645
H -5.568 -2.249 7.552
H -6.021 -2.257 3.859
H -5.050 -0.865 4.468
H -4.374 -2.233 3.412
H -2.737 -2.033 5.186
H -3.670 -1.019 6.365
H -1.790 -2.431 7.554
H -3.312 -2.846 8.104
H -2.176 -4.913 7.582
H -1.890 -4.378 5.931
H -3.969 -6.867 4.973
H -2.591 -6.844 6.099
H -2.610 -5.822 4.648
H -5.704 -5.645 7.061
H -4.702 -4.748 8.155
H -4.370 -6.502 7.773
H -6.159 -4.971 5.044
C -2.794 3.553 3.961
C -2.079 4.645 3.137
C -1.645 4.037 1.767
C -3.093 5.794 3.032
C -2.442 7.031 2.396
C -1.343 7.512 3.323
C -0.287 6.441 3.603
C 0.724 6.245 2.478
C 0.378 6.900 4.897
N -0.950 5.143 3.926
O 0.055 4.155 4.393
H -3.193 3.966 4.881
H -3.575 3.074 3.357
H -2.073 2.779 4.228
H -2.386 3.403 1.251
H -1.343 4.812 1.069
H -0.798 3.392 2.025
H -3.892 5.403 2.412
H -3.525 5.969 4.009
H -1.928 6.925 1.427
H -3.136 7.861 2.253
H -1.944 7.835 4.220
H -0.859 8.442 2.982
H 0.323 6.438 1.500
H 1.015 5.186 2.419
H 1.646 6.819 2.579
H 0.866 7.865 4.694
H 1.179 6.243 5.222
H -0.410 7.025 5.638
H -0.304 3.993 5.275
C 4.700 2.149 -3.634
O 4.399 0.716 -3.587
C 5.458 -0.082 -4.171
C 6.706 -0.130 -3.318
N 6.566 -0.745 -1.989
C 6.778 -2.151 -2.032
C 6.732 -2.753 -0.634
O 5.486 -2.372 -0.023
C 5.280 -2.860 1.283
H 3.789 2.705 -3.408
H 5.169 2.433 -4.602
H 5.510 2.364 -2.919
H 5.693 0.259 -5.203
H 5.027 -1.077 -4.302
H 7.088 0.881 -3.155
H 7.513 -0.674 -3.794
H 5.671 -0.468 -1.553
H 7.764 -2.348 -2.463
H 6.096 -2.742 -2.686
H 7.595 -2.412 -0.054
H 6.823 -3.848 -0.625
H 6.133 -2.651 1.921
H 5.151 -3.949 1.302
H 4.405 -2.432 1.729
C -6.231 4.250 -1.535
O -5.063 3.514 -1.478
C -3.830 4.269 -1.786
C -2.697 3.307 -1.756
N -2.838 2.213 -2.722
C -1.754 1.290 -2.718
C -2.087 0.004 -3.547
O -3.309 -0.596 -3.105
C -3.197 -1.131 -1.771
H -6.531 4.738 -0.586
H -7.007 3.488 -1.667
H -6.298 4.944 -2.360
H -3.803 5.009 -0.982
H -4.004 4.841 -2.724
H -2.586 3.006 -0.690
H -1.845 3.932 -2.005
H -3.697 1.720 -2.845
H -1.426 1.041 -1.701
H -0.893 1.774 -3.250
H -1.302 -0.769 -3.633
H -2.359 0.284 -4.567
H -2.259 -1.711 -1.679
H -4.002 -1.832 -1.512
H -3.171 -0.326 -1.031
C -1.968 -1.683 1.583
O -1.531 -0.480 0.905
C -0.611 0.298 1.633
C 0.808 -0.180 1.471
N 1.130 -0.366 0.042
C 2.231 -1.222 -0.332
C 2.520 -1.176 -1.794
O 1.591 -1.925 -2.561
C 1.528 -1.477 -3.932
H -1.124 -2.207 2.026
H -2.431 -2.310 0.821
H -2.651 -1.354 2.358
H -0.846 0.423 2.703
H -0.649 1.261 1.144
H 0.952 -1.117 2.034
H 1.509 0.503 1.914
H 0.323 -0.551 -0.569
H 2.007 -2.256 0.010
H 3.192 -0.916 0.133
H 3.501 -1.627 -1.946
H 2.670 -0.127 -2.098
H 0.965 -2.169 -4.555
H 2.513 -1.390 -4.399
H 1.050 -0.474 -3.931
C -0.567 0.374 6.398
O -0.066 -0.877 5.919
C 1.199 -0.753 5.183
C 1.533 -2.125 4.733
N 0.345 -2.722 4.117
C 0.347 -4.135 3.863
C 1.275 -4.523 2.698
O 2.648 -4.168 2.866
C 3.351 -5.190 3.568
H -0.804 1.089 5.570
H 0.109 0.791 7.155
H -1.530 0.141 6.884
H 1.987 -0.384 5.844
H 1.096 -0.101 4.342
H 1.965 -2.779 5.519
H 2.277 -1.998 3.949
H -0.444 -2.551 4.749
H -0.657 -4.482 3.625
H 0.673 -4.711 4.750
H 0.974 -4.024 1.771
H 1.106 -5.579 2.519
H 2.862 -5.405 4.532
H 4.382 -4.901 3.728
H 3.270 -6.125 2.996
C 3.662 -6.412 -0.442
O 3.755 -6.040 -1.813
C 3.576 -4.679 -2.100
C 3.385 -4.380 -3.534
N 4.344 -5.152 -4.277
C 4.075 -5.368 -5.731
C 4.239 -4.021 -6.491
O 3.918 -4.324 -7.866
C 3.953 -3.149 -8.638
H 4.528 -6.110 0.181
H 3.525 -7.487 -0.368
H 2.760 -5.958 0.008
H 4.428 -4.091 -1.712
H 2.708 -4.256 -1.573
H 3.623 -3.317 -3.651
H 2.391 -4.578 -3.963
H 4.489 -5.986 -3.704
H 3.069 -5.759 -5.838
H 4.811 -6.046 -6.134
H 5.221 -3.592 -6.372
H 3.547 -3.228 -6.161
H 3.042 -2.538 -8.453
H 3.927 -3.400 -9.716
H 4.879 -2.573 -8.458
C -5.023 0.867 1.213
O -5.798 1.427 2.280
C -6.313 2.733 2.047
C -7.456 3.053 2.946
N -8.501 2.064 3.007
C -9.390 2.283 4.145
C -10.747 1.636 3.939
O -11.274 1.319 5.224
C -12.453 0.541 5.131
H -5.020 -0.195 1.454
H -3.990 1.234 1.170
H -5.408 1.053 0.199
H -6.596 2.784 0.982
H -5.551 3.523 2.151
H -7.878 4.019 2.630
H -7.039 3.227 3.946
H -8.070 1.156 3.018
H -9.555 3.355 4.243
H -8.965 1.864 5.066
H -10.573 0.670 3.388
H -11.424 2.309 3.410
H -13.248 1.041 4.562
H -12.812 0.364 6.145
H -12.221 -0.415 4.663
C -1.512 6.036 -3.953
O -1.847 6.479 -2.633
C -1.274 7.719 -2.234
C 0.276 7.718 -2.028
N 0.597 6.460 -1.323
C 2.026 6.142 -1.251
C 2.140 4.722 -0.796
O 1.529 3.835 -1.764
C 1.631 2.495 -1.342
H -1.940 6.670 -4.706
H -1.982 5.033 -4.026
H -0.457 5.867 -4.109
H -1.780 8.023 -1.320
H -1.574 8.488 -3.014
H 0.513 8.535 -1.346
H 0.833 7.838 -2.987
H 0.140 5.658 -1.754
H 2.526 6.788 -0.495
H 2.586 6.150 -2.189
H 1.595 4.494 0.125
H 3.167 4.428 -0.562
H 1.053 1.869 -2.037
H 1.162 2.331 -0.346
H 2.694 2.169 -1.373
*
```

Strongest force on any atom in eV/Å: 2.900
LUMO level in eV: 0.488
E_tot in eV: -150230.730
SMILES: CC1(C)CCCC(C)(C)N1O.CC1(C)CCCC(C)(C)N1O.CC1(C)CCCC(C)(C)N1O.CC1(C)CCCC(C)(C)N1O.CC1(C)CCCC(C)(C)N1O.COCCNCCOC.COCCNCCOC.COCCNCCOC.COCCNCCOC.COCCNCCOC.COCCNCCOC.COCCNCCOC

Here are the Mulliken charges for atoms 1 to 8, given in e: -1.349, 2.251, -0.950, -1.066, -0.155, -1.866, 1.824, -1.590

No. 6
The following is a quantum chemistry calculation of a cluster of 2 separate species, C7H19NO in total in a non-equilibrium geometry, from OMol25.

```
! wB97M-V def2-TZVPD RIJCOSX def2/J DEFGRID3
* xyz 0 1
C -0.371 1.652 -1.211
N -0.117 0.512 -0.353
C -1.247 -0.122 0.341
C -0.648 -1.146 1.315
C -2.036 0.928 1.127
C -2.175 -0.851 -0.648
H 0.557 1.906 -1.723
H -0.677 2.511 -0.613
H -1.147 1.482 -1.970
H 0.450 -0.195 -0.829
H -1.441 -1.732 1.779
H -0.072 -0.641 2.087
H 0.022 -1.826 0.792
H -2.583 1.598 0.464
H -2.759 0.436 1.776
H -1.365 1.520 1.748
H -2.998 -1.326 -0.114
H -1.621 -1.620 -1.186
H -2.603 -0.159 -1.373
C 2.303 0.536 0.637
C 2.679 -0.536 -0.819
O 2.126 -1.803 -0.473
H 3.041 1.317 0.481
H 2.588 -0.212 1.367
H 1.437 1.035 1.049
H 3.775 -0.563 -0.827
H 2.342 -0.215 -1.816
H 2.541 -2.490 -1.008
*
```

Strongest force on any atom in eV/Å: 3.564
LUMO level in eV: 0.775
E_tot in eV: -11102.575
SMILES: CNC(C)(C)C.CCO

Here are the Mulliken charges for atoms 1 to 8, given in e: -1.148, -0.008, 1.458, -1.466, -1.892, -1.687, 0.366, 0.306

No. 7
The following is a quantum chemistry calculation of a structure of composition C35H37BeClO4P2 in a non-equilibrium geometry, from OMol25.

```
! wB97M-V def2-TZVPD RIJCOSX def2/J DEFGRID3
* xyz 0 1
Be -0.810 0.851 -1.245
C -1.933 1.023 -2.466
C -2.004 -0.368 -2.531
C -1.283 -1.251 -3.455
C 0.184 -0.689 -3.854
C 0.848 0.030 -2.745
C 0.463 1.307 -2.267
C -0.075 2.266 -3.374
C -1.517 1.831 -3.686
C 0.391 0.894 2.148
H -2.695 1.589 -1.910
H -2.899 -0.869 -2.098
H -1.929 -1.372 -4.359
H -1.128 -2.295 -3.122
H 0.797 -1.540 -4.191
H 0.003 -0.065 -4.745
H 1.862 -0.347 -2.492
H 1.166 1.819 -1.585
H 0.676 2.184 -4.188
H -0.015 3.328 -3.077
H -2.139 2.711 -3.880
H -1.516 1.281 -4.629
H 0.086 1.890 2.492
H 1.290 0.606 2.680
H -0.421 0.205 2.435
P -1.604 -1.060 0.207
P 2.186 -0.056 0.282
C -0.191 -1.587 -0.683
C 1.180 -1.337 -0.573
C -2.364 -2.427 1.104
C -2.833 -3.467 0.291
C -3.672 -4.395 0.866
C -3.953 -4.352 2.235
C -3.350 -3.418 3.046
C -2.553 -2.453 2.498
C -2.581 0.481 0.272
C -2.103 1.863 0.267
C -2.997 2.961 0.230
C -4.313 2.745 -0.029
C -4.774 1.428 -0.117
C -3.966 0.331 0.087
C 3.488 -1.024 1.051
C 3.221 -2.252 1.653
C 4.248 -3.066 2.115
C 5.577 -2.679 1.961
C 5.870 -1.441 1.376
C 4.830 -0.623 0.907
C 2.822 1.621 0.114
C 2.493 2.661 1.033
C 2.767 3.982 0.811
C 3.476 4.352 -0.297
C 3.809 3.373 -1.178
C 3.583 2.025 -0.969
H -0.385 -2.366 -1.430
H 1.841 -2.017 -1.094
H -2.577 -3.513 -0.739
H -4.151 -5.154 0.261
H -4.671 -5.043 2.682
H -3.532 -3.415 4.120
H -2.049 -1.744 3.123
H -1.173 2.073 0.805
H -2.571 3.919 0.491
H -4.920 3.629 -0.130
H -5.833 1.337 -0.281
H -4.429 -0.657 0.117
H 2.189 -2.540 1.753
H 4.030 -4.003 2.612
H 6.394 -3.331 2.317
H 6.916 -1.118 1.302
H 5.079 0.331 0.453
H 1.956 2.453 1.940
H 2.410 4.675 1.553
H 3.727 5.388 -0.395
H 4.327 3.676 -2.065
H 4.063 1.256 -1.524
O -0.546 -1.094 4.047
Cl -0.612 -0.644 5.519
O -2.075 -0.443 5.811
O 0.216 0.608 5.587
O 0.677 0.532 0.749
*
```

Strongest force on any atom in eV/Å: 4.667
LUMO level (spin up / spin down) in eV: -1.240 / -0.913
E_tot in eV: -76569.231

Here are the Mulliken charges for atoms 1 to 8, given in e: -1.739, 1.537, -0.663, -1.227, -1.317, -1.294, 2.920, -1.025